No. 1
This record from the OMol25 dataset describes 6 unconnected molecules or ions with the total composition C25H63Cl2N5O7 at a distorted geometry. The level of theory is wB97M-V/def2-TZVPD.

Cartesian coordinates (Å):
C: -0.141 -2.859 0.669
C: 0.269 -2.826 2.218
Cl: -0.054 -1.095 2.825
C: 1.880 -3.046 2.355
Cl: 2.346 -4.546 1.362
C: 2.163 -3.300 3.907
O: 3.546 -3.588 4.237
C: 4.454 -2.748 3.532
O: 4.676 -1.544 3.807
H: -0.881 -1.996 0.469
H: 0.793 -2.613 0.049
H: -0.648 -3.824 0.329
H: -0.296 -3.555 2.885
H: 2.344 -2.085 1.938
H: 1.566 -4.247 4.194
H: 1.707 -2.446 4.538
H: 4.988 -3.217 2.618
C: -2.973 4.593 2.190
O: -2.953 3.209 2.501
C: -2.197 2.412 1.594
C: -0.679 2.404 1.868
C: 0.030 3.675 1.408
N: -0.389 2.184 3.291
H: -2.965 4.774 1.111
H: -2.131 5.099 2.668
H: -3.889 5.018 2.605
H: -2.567 1.389 1.726
H: -2.417 2.691 0.556
H: -0.249 1.572 1.299
H: -0.144 4.520 2.077
H: 1.111 3.516 1.376
H: -0.292 3.962 0.403
H: -0.781 1.286 3.568
H: -0.940 2.861 3.821
C: -3.784 -1.842 -5.040
O: -2.424 -1.460 -4.917
C: -2.162 -0.541 -3.861
C: -2.011 -1.196 -2.473
C: -3.339 -1.605 -1.846
N: -1.125 -2.366 -2.521
H: -4.467 -1.025 -4.785
H: -3.988 -2.716 -4.418
H: -3.962 -2.129 -6.078
H: -1.207 -0.068 -4.115
H: -2.912 0.259 -3.850
H: -1.557 -0.451 -1.809
H: -3.753 -2.512 -2.292
H: -3.208 -1.810 -0.779
H: -4.081 -0.808 -1.941
H: -0.207 -2.067 -2.849
H: -1.461 -2.971 -3.271
C: 2.904 3.470 3.712
O: 2.874 4.710 3.019
C: 3.918 5.610 3.374
C: 5.258 5.343 2.657
C: 6.028 4.156 3.228
N: 5.068 5.139 1.215
H: 3.263 3.579 4.739
H: 3.519 2.751 3.166
H: 1.886 3.074 3.742
H: 3.566 6.601 3.070
H: 4.044 5.646 4.463
H: 5.884 6.231 2.797
H: 5.608 3.196 2.922
H: 7.064 4.173 2.877
H: 6.048 4.188 4.320
H: 4.641 5.976 0.821
H: 4.346 4.427 1.103
C: 7.343 -4.681 -3.110
O: 7.423 -3.448 -2.414
C: 6.163 -2.898 -2.041
C: 5.569 -3.489 -0.747
C: 4.957 -4.874 -0.934
N: 6.569 -3.551 0.328
H: 6.463 -4.733 -3.758
H: 7.346 -5.514 -2.404
H: 8.236 -4.775 -3.733
H: 6.349 -1.832 -1.870
H: 5.453 -2.959 -2.875
H: 4.762 -2.821 -0.424
H: 5.710 -5.660 -1.015
H: 4.328 -5.124 -0.077
H: 4.329 -4.908 -1.828
H: 6.904 -2.607 0.517
H: 7.390 -4.025 -0.049
C: -8.225 -1.466 -2.962
O: -7.206 -0.661 -2.392
C: -7.093 0.639 -2.963
C: -8.097 1.668 -2.402
C: -9.510 1.503 -2.951
N: -8.147 1.629 -0.935
H: -8.349 -1.279 -4.033
H: -9.169 -1.308 -2.436
H: -7.945 -2.513 -2.824
H: -6.084 0.982 -2.712
H: -7.140 0.587 -4.058
H: -7.747 2.662 -2.705
H: -10.038 0.659 -2.504
H: -10.105 2.396 -2.739
H: -9.497 1.363 -4.035
H: -7.219 1.838 -0.570
H: -8.299 0.657 -0.663

Forces on the atoms, in the same order (eV/Å):
-0.415 0.975 0.101
0.932 -0.274 -1.137
0.255 -1.232 -0.139
-1.656 0.516 1.088
-0.315 1.347 0.983
-1.224 -0.474 -0.090
0.467 1.525 -1.530
0.672 3.316 0.252
-1.207 -4.779 -0.706
1.076 -1.513 0.348
-1.476 -0.621 0.790
1.028 1.294 0.547
0.681 1.091 -0.921
-0.283 -1.681 0.475
1.133 1.399 -0.458
1.063 -1.060 -1.150
-0.797 0.153 1.554
-0.095 -0.020 0.366
0.089 -0.048 -0.476
0.018 -0.296 0.199
-0.172 0.385 0.090
0.206 0.023 -0.163
-0.317 -0.140 -0.038
0.091 -0.038 0.014
0.036 0.143 -0.189
0.016 -0.125 -0.030
-0.018 0.070 0.104
0.066 0.155 -0.003
-0.129 -0.051 0.075
-0.007 -0.098 -0.008
-0.122 0.041 0.069
-0.018 -0.009 0.049
0.119 0.076 0.013
0.154 -0.022 -0.075
0.180 -0.255 -0.187
-0.181 0.379 0.234
0.315 -0.017 -0.009
-0.255 -0.270 -0.225
-0.118 0.077 0.229
0.144 0.156 -0.232
0.034 -0.023 0.103
-0.221 0.082 0.063
0.099 0.077 0.040
-0.026 -0.111 -0.058
-0.125 -0.090 0.043
0.066 0.017 -0.123
0.071 0.086 -0.044
0.035 -0.006 -0.107
-0.005 -0.081 -0.010
-0.041 -0.045 0.133
-0.013 0.033 0.177
-0.313 -0.187 -0.225
0.313 0.294 0.362
-0.085 0.161 -0.253
-0.207 -0.352 0.030
0.261 -0.054 0.090
-0.233 0.194 0.033
0.122 0.049 -0.066
0.113 -0.098 0.208
0.075 0.096 -0.033
-0.043 -0.084 -0.061
0.055 -0.149 0.015
-0.131 0.032 -0.030
-0.056 0.113 0.014
-0.124 0.026 -0.024
-0.029 -0.021 -0.056
0.151 -0.052 -0.014
0.178 0.024 0.024
0.347 0.019 0.123
-0.458 0.048 -0.139
0.117 0.246 0.197
0.238 -0.333 -0.192
-0.179 -0.170 0.037
0.039 0.303 -0.083
-0.038 0.001 0.090
-0.153 -0.126 -0.128
-0.051 0.113 0.045
0.105 -0.079 0.003
-0.013 -0.161 0.003
0.081 0.071 -0.042
0.037 0.136 -0.035
0.214 0.039 -0.145
0.039 0.000 0.032
-0.080 -0.081 0.074
-0.156 -0.045 0.124
0.073 -0.168 0.324
0.018 0.233 -0.432
0.164 0.109 0.202
-0.158 -0.362 0.087
-0.187 0.154 -0.141
0.317 -0.106 -0.084
-0.029 0.086 0.039
-0.123 -0.016 -0.198
0.082 0.098 0.001
-0.037 -0.080 0.082
-0.149 -0.051 -0.017
0.104 -0.089 0.034
0.120 0.025 0.000
0.096 -0.090 0.039
-0.002 -0.017 0.054
-0.140 0.107 0.020
-0.093 0.164 -0.020

Calculated values
SMILES: C[C@H](Cl)[C@H](Cl)COC=O.COC[C@@H](C)N.COC[C@@H](C)N.COC[C@@H](C)N.COC[C@@H](C)N.COC[C@@H](C)N
max |F|: 5.0 eV/A
E: -73770.3284 eV
2S+1: 1

Mulliken population analysis, charges in e, atoms 1 to 4: number 1, C, carries -0.750; number 2, C, carries 0.039; number 3, Cl, carries -0.177; number 4, C, carries -0.311

---

No. 2
This record from the OMol25 dataset describes a molecular structure, C25H65MnO27S8 at a distorted geometry. The level of theory is wB97M-V/def2-TZVPD.

Cartesian coordinates (Å):
Mn: -0.831 -1.121 2.746
O: 1.142 -0.972 -0.581
C: 0.694 -0.933 0.665
O: -0.003 0.063 1.064
O: 0.890 -1.897 1.486
H: 1.173 -0.050 -0.948
O: -1.744 3.257 3.578
S: -0.852 4.112 2.884
O: -1.290 5.379 2.400
O: 0.356 4.367 3.864
C: 1.224 5.500 3.601
C: 2.445 5.322 4.463
C: -0.047 3.214 1.599
H: 0.699 6.426 3.834
H: 1.472 5.556 2.538
H: 3.211 6.052 4.207
H: 2.848 4.310 4.383
H: 2.212 5.431 5.525
H: 0.621 3.903 1.092
H: -0.810 2.765 0.971
H: 0.542 2.445 2.097
O: 0.594 -0.118 3.946
S: 1.810 0.353 4.563
O: 2.454 1.434 3.912
O: 1.564 0.696 6.048
C: 0.674 1.818 6.358
C: -0.775 1.385 6.378
C: 2.902 -0.979 4.806
H: 0.799 2.599 5.611
H: 0.947 2.144 7.354
H: -1.128 1.056 5.402
H: -1.391 2.210 6.729
H: -0.878 0.533 7.055
H: 2.425 -1.697 5.466
H: 3.822 -0.554 5.195
H: 3.110 -1.448 3.845
O: 1.494 0.038 -6.640
S: 0.124 -0.181 -6.982
O: -0.221 -0.697 -8.256
O: -0.529 -1.150 -5.923
C: 0.140 -1.347 -4.675
C: -0.346 -2.625 -4.055
C: -0.823 1.262 -6.666
H: -0.097 -0.505 -4.008
H: 1.221 -1.316 -4.803
H: -1.433 -2.573 -3.925
H: 0.059 -2.835 -3.071
H: -0.166 -3.483 -4.707
H: -0.493 1.629 -5.694
H: -1.861 0.947 -6.676
H: -0.588 2.011 -7.415
O: -4.230 1.212 -5.430
S: -4.026 0.559 -4.188
O: -2.980 -0.394 -4.043
O: -3.849 1.721 -3.124
C: -3.512 1.371 -1.764
C: -2.022 1.376 -1.411
C: -5.563 -0.124 -3.627
H: -3.944 0.409 -1.466
H: -4.014 2.136 -1.171
H: -1.536 0.784 -2.182
H: -1.950 0.866 -0.454
H: -1.659 2.398 -1.394
H: -6.183 0.764 -3.499
H: -5.402 -0.528 -2.632
H: -5.974 -0.800 -4.364
O: 5.050 -3.550 -2.386
S: 4.412 -4.216 -1.302
O: 4.321 -5.618 -1.256
O: 5.076 -3.774 0.068
C: 5.494 -2.394 0.191
C: 6.905 -2.170 -0.323
C: 2.796 -3.494 -1.158
H: 5.458 -2.186 1.262
H: 4.763 -1.724 -0.276
H: 7.040 -2.428 -1.370
H: 7.589 -2.783 0.265
H: 7.186 -1.122 -0.200
H: 2.447 -3.518 -0.132
H: 2.157 -4.146 -1.754
H: 2.875 -2.540 -1.664
O: -2.031 -2.563 1.790
S: -2.352 -3.961 1.544
O: -3.426 -4.557 2.231
O: -2.663 -4.124 0.027
C: -1.953 -3.349 -0.985
C: -2.508 -1.956 -1.148
C: -0.878 -4.913 1.744
H: -2.015 -3.824 -1.958
H: -0.904 -3.278 -0.682
H: -3.595 -2.002 -1.286
H: -2.053 -1.420 -1.975
H: -2.422 -1.341 -0.255
H: -0.101 -4.337 1.241
H: -1.038 -5.883 1.286
H: -0.692 -5.003 2.811
O: -2.268 0.405 2.607
S: -3.526 1.053 2.328
O: -3.546 2.159 1.451
O: -4.453 -0.087 1.777
C: -5.671 0.315 1.113
C: -6.295 -0.888 0.459
C: -4.291 1.467 3.846
H: -5.516 1.086 0.358
H: -6.377 0.762 1.821
H: -5.568 -1.491 -0.090
H: -7.056 -0.575 -0.257
H: -6.796 -1.558 1.159
H: -3.617 2.132 4.379
H: -4.453 0.552 4.416
H: -5.265 1.903 3.642
O: 2.689 2.983 -2.959
S: 2.507 1.973 -1.986
O: 1.190 1.591 -1.538
O: 3.233 0.648 -2.451
C: 4.444 0.823 -3.250
C: 5.266 -0.450 -3.212
C: 3.452 2.310 -0.517
H: 5.050 1.630 -2.832
H: 4.175 1.061 -4.271
H: 4.782 -1.298 -3.688
H: 5.533 -0.732 -2.193
H: 6.213 -0.221 -3.705
H: 2.800 2.967 0.062
H: 4.396 2.781 -0.757
H: 3.511 1.386 0.052

Forces on the atoms, in the same order (eV/Å):
1.101 0.706 -1.393
0.566 -0.089 0.347
-1.016 0.581 1.518
0.259 -0.691 -0.458
-0.170 -0.104 -0.934
-0.506 -0.240 0.080
-0.531 -0.768 0.748
0.764 0.910 -0.880
-0.292 0.068 -0.161
0.137 -0.063 0.425
0.131 0.382 -0.035
0.102 -0.356 0.482
0.035 -0.121 0.590
-0.130 -0.156 0.069
0.018 -0.255 0.047
0.003 -0.019 -0.042
0.100 0.084 -0.364
-0.143 0.236 -0.091
-0.165 0.030 -0.293
0.099 0.072 -0.215
-0.093 -0.180 -0.128
-0.931 -0.470 0.166
0.790 -0.007 0.093
0.180 0.499 -0.544
-0.377 -0.039 0.485
-0.864 0.241 -0.251
0.066 -0.723 0.131
0.147 -0.253 -0.286
0.376 0.132 0.126
0.426 0.076 -0.091
0.009 0.268 -0.103
-0.022 0.017 -0.007
-0.141 0.150 0.121
0.154 0.004 0.162
-0.008 -0.125 0.259
-0.161 0.107 -0.118
0.319 0.116 0.160
-0.089 0.324 -0.271
-0.153 -0.190 -0.428
0.118 -0.648 0.213
0.336 0.604 0.998
-0.942 -0.581 -0.421
0.420 0.066 0.188
-0.116 -0.021 -0.129
-0.040 -0.228 -0.237
0.048 0.088 -0.120
0.468 0.227 0.105
0.182 0.067 0.046
-0.277 0.022 0.069
-0.135 0.256 0.014
-0.097 -0.065 -0.143
-0.006 0.152 -0.271
-0.652 0.313 0.112
0.570 -0.541 0.266
0.379 -0.153 0.008
0.008 0.321 0.975
-1.222 -0.194 -0.951
0.209 0.951 0.273
-0.025 0.027 -0.375
-0.083 -0.022 -0.035
0.497 0.073 0.101
0.432 0.240 0.109
0.300 -0.090 0.088
-0.268 -0.167 -0.249
-0.070 -0.506 -0.165
0.054 -0.226 0.056
0.503 0.187 -0.466
-0.749 1.066 0.352
0.036 -1.315 0.194
0.271 0.126 0.074
0.158 0.335 -0.017
0.109 -0.126 0.188
0.224 -0.774 -0.651
-0.026 -0.139 -0.009
0.030 -0.216 -0.132
-0.237 -0.062 -0.023
0.053 0.073 -0.041
-0.047 -0.028 0.102
0.053 0.430 0.078
-0.034 0.027 -0.076
-0.325 0.332 0.466
0.017 0.285 0.512
0.485 -0.886 -0.815
-0.542 0.005 0.575
-0.263 0.124 -0.441
0.825 1.216 0.080
-0.993 0.309 0.701
-0.134 0.621 -0.144
-0.181 -0.771 0.354
0.015 -0.196 -0.131
0.138 -0.169 -0.468
0.007 -0.213 -0.143
0.441 -0.073 0.127
0.228 -0.187 0.127
-0.043 -0.071 0.010
0.092 -0.011 0.016
-0.046 -0.349 0.323
-0.620 0.018 0.542
0.184 0.493 -0.575
0.253 -0.095 -0.133
-1.142 0.282 -0.504
-0.215 -0.655 -0.109
-0.067 -0.416 0.349
0.652 -0.056 0.131
0.227 -0.164 0.256
0.110 0.168 0.042
0.032 0.168 0.047
0.152 0.075 0.138
-0.085 0.223 -0.089
0.161 -0.050 -0.051
0.109 0.292 -0.067
-0.227 0.538 -0.265
0.988 -0.655 0.680
0.154 -0.225 -0.283
-0.411 -0.045 -0.209
0.724 -0.471 0.003
-0.003 0.273 0.307
-1.096 0.340 0.139
-0.254 0.128 -0.011
-0.277 0.206 -0.067
0.004 0.029 -0.081
-0.175 0.035 0.001
-0.079 -0.168 -0.220
0.305 0.247 -0.035
0.140 -0.088 0.034
0.313 -0.100 -0.130

Calculated values
charge: +1
ΔE to the lowest compared entry with this formula, charge and spin: 0.0 kJ/mol
max |F|: 1.9 eV/A
2S+1: 6

Mulliken population analysis, charges in e, atoms 1 to 4: number 1, Mn, carries 0.633; number 2, O, carries 1.553; number 3, C, carries -0.235; number 4, O, carries 0.259

---

> Which of these has the highest 2S+1?

C25H65MnO27S8